21
Properties=species:S:1:pos:R:3:forces:R:3 method="wB97M-V/def2-TZVPD" e_homo_ev=-8.5 relative_energy_kcal_mol=216.58 homo_lumo_gap_ev=9.43 total_energy_ev=-10424.0852 lumo_ev=0.90
C -0.228 -0.148 2.466 0.236 -6.517 1.336
C 1.355 0.706 0.639 3.226 -0.006 0.547
C 0.599 0.825 -0.718 0.521 -5.465 5.365
C -1.170 0.589 -1.788 2.267 -4.664 -2.297
C -0.735 -0.968 -1.230 -2.017 1.252 -0.780
C 0.689 -0.825 -1.119 4.955 2.981 -0.046
C 0.148 -1.169 0.091 -1.749 -4.292 5.273
H -1.015 -1.124 2.446 1.579 2.838 -0.232
H 0.221 -0.452 3.533 -0.470 1.448 -2.318
H -0.771 0.756 2.476 -0.408 1.183 -0.282
H 1.075 1.672 1.091 1.480 -0.429 0.832
H 2.349 0.114 0.719 -0.031 2.989 -0.830
H -0.284 0.851 0.110 0.198 -0.058 -2.260
H -0.225 2.262 -1.674 -0.508 3.168 0.265
H -2.010 0.978 -1.389 -2.142 1.942 2.826
H -1.580 0.396 -2.740 0.195 -0.320 -1.898
H -1.241 -1.907 -1.621 0.465 1.479 0.399
H 1.765 -1.208 -1.285 -2.006 0.519 -1.189
H 0.165 -2.243 0.501 -0.433 1.162 -1.397
N 0.773 -0.490 1.361 -3.875 2.059 -1.578
N 0.120 1.387 -1.868 -1.482 -1.267 -1.735